# C12H24IN5O9RuS2

A structure of composition C12H24IN5O9RuS2 (wB97M-V/def2-TZVPD, OMol25).

The geometry in ORCA input format:
```
! wB97M-V def2-TZVPD RIJCOSX def2/J DEFGRID3
* xyz 0 5
Ru 0.4245 -0.6133 -0.2556
O 0.0695 1.5920 -0.9848
S 1.2974 1.9742 -1.7086
O 2.2592 2.6855 -0.9139
O 1.9809 -0.0200 -1.5437
O 1.0072 -0.6759 -2.2694
I -2.1742 -0.9702 2.2494
C -1.5544 -0.6374 0.2483
H -1.9618 0.3186 -0.0738
H -1.9282 -1.4657 -0.3526
O -3.3848 1.1832 -2.1907
C -3.0224 0.3128 -2.9355
O -1.9270 -0.4223 -2.7126
C -3.7389 -0.0277 -4.2360
N -3.1523 -1.2235 -4.8662
C -2.6834 -0.8614 -6.2190
C -3.4755 0.3868 -6.5934
C -3.5769 1.1179 -5.2576
H -4.7912 -0.1812 -3.9919
H -3.8206 -1.9785 -4.9040
H -1.9600 -1.1109 -3.4219
H -2.8252 -1.7005 -6.8985
H -1.6138 -0.6407 -6.1885
H -4.4688 0.1107 -6.9561
H -2.9881 0.9824 -7.3646
H -4.4020 1.8233 -5.1971
H -2.6573 1.6711 -5.0554
C 2.4854 -3.9407 0.8275
S 0.8592 -3.2838 0.7767
O 0.6521 -2.8004 -0.6253
O -0.0501 -4.2903 1.2284
O 0.8884 -2.0224 1.5633
H 2.5154 -4.8241 0.1941
H 2.6955 -4.2105 1.8605
H 3.1842 -3.1865 0.4732
C 1.1528 2.3213 5.6762
C 2.5217 1.6541 5.5768
C 3.5466 2.5829 4.9347
C 2.4838 0.3009 4.8735
N 2.1659 0.4000 3.4474
C 1.0417 0.7343 2.8238
N 1.2565 0.6883 1.5297
N 2.5422 0.2818 1.3832
N 3.0933 0.0976 2.5117
H 1.1752 3.1253 6.4119
H 0.3716 1.6197 5.9769
H 0.8623 2.7755 4.7258
H 2.8596 1.4201 6.5918
H 3.2803 2.8061 3.8989
H 4.5461 2.1457 4.9340
H 3.5928 3.5305 5.4717
H 1.7637 -0.3819 5.3245
H 3.4656 -0.1684 4.8985
H 0.1161 0.9957 3.3045
*
```

## Properties
Molecular weight = 674.46 g/mol
Expectation value of S² = 6.05
E_LUMO (spin up / spin down) = -0.996 / -1.697 eV
Kohn-Sham gap (spin up / spin down) = 7.653 / 7.032 eV

---

# C24H45BrCl18N3OP

A cluster of 10 separate species, C24H45BrCl18N3OP in total (wB97M-V/def2-TZVPD, OMol25).

The geometry in ORCA input format:
```
! wB97M-V def2-TZVPD RIJCOSX def2/J DEFGRID3
* xyz 0 1
C -0.3671 -0.8650 0.5460
N -1.5798 -1.7006 0.7097
C -2.6585 -1.3661 -0.2097
C -3.4493 -0.0235 0.1126
C -2.7496 1.1461 -0.6278
N -2.1403 1.8685 -1.2672
C -3.4789 0.3889 1.6291
C -4.1292 -0.6469 2.5520
N -4.6889 -1.5389 2.9893
P -5.1665 -0.1831 -0.7029
O -6.3073 -0.3211 0.5090
Br -5.5957 1.8699 -1.6262
H -0.3971 -0.1689 -0.3202
H -0.1102 -0.3691 1.5141
H 0.4821 -1.5710 0.3425
H -1.8854 -1.7834 1.6762
H -3.3999 -2.2289 -0.1627
H -2.2745 -1.3741 -1.2622
H -2.4590 0.6690 1.9971
H -4.0994 1.3211 1.6993
H -7.1980 -0.2563 0.1217
Cl -4.1666 1.0917 4.3792
C -4.4300 1.3984 6.1180
C -3.4924 0.5995 6.9894
Cl -3.8490 -1.1460 6.9561
H -5.4726 1.1825 6.3477
H -4.2595 2.4642 6.2754
H -3.5919 0.9204 8.0267
H -2.4581 0.7375 6.6873
Cl -4.9082 -3.3528 0.1803
C -5.4159 -4.9614 0.7607
C -4.5090 -5.4782 1.8527
Cl -2.8830 -5.8751 1.2417
H -5.4434 -5.6364 -0.0936
H -6.4315 -4.8547 1.1438
H -4.9232 -6.3954 2.2723
H -4.4000 -4.7523 2.6581
Cl 0.2788 5.4582 0.5398
C -0.1858 5.8045 -1.1441
C 0.1810 4.6757 -2.0806
Cl 1.9452 4.5208 -2.2893
H 0.2855 6.7411 -1.4398
H -1.2665 5.9499 -1.1489
H -0.2378 4.8660 -3.0692
H -0.2038 3.7196 -1.7262
Cl 5.5669 4.4292 -2.8484
C 5.7229 3.7915 -4.5031
C 5.1178 2.4134 -4.6400
Cl 6.0569 1.1806 -3.7592
H 6.7788 3.7927 -4.7707
H 5.2040 4.4908 -5.1597
H 5.1112 2.1142 -5.6887
H 4.0925 2.3871 -4.2718
Cl 1.0606 -2.4530 3.0529
C 2.0376 -1.1268 3.7308
C 1.5982 -0.7380 5.1216
Cl -0.0008 0.0450 5.1189
H 1.9802 -0.2819 3.0445
H 3.0697 -1.4778 3.7539
H 2.3021 -0.0198 5.5433
H 1.5526 -1.6002 5.7858
Cl 7.3931 -2.7536 -6.8612
C 7.2277 -2.3419 -5.1293
C 8.2473 -3.0629 -4.2777
Cl 7.9376 -4.8173 -4.1998
H 6.2089 -2.5709 -4.8226
H 7.3719 -1.2634 -5.0462
H 8.2067 -2.6896 -3.2555
H 9.2589 -2.9151 -4.6542
Cl 2.4942 -2.4286 -1.3904
C 2.8985 -3.1560 -2.9653
C 4.2720 -3.7843 -2.9574
Cl 5.5647 -2.5632 -2.8464
H 2.8122 -2.3834 -3.7290
H 2.1444 -3.9181 -3.1656
H 4.4363 -4.3344 -3.8858
H 4.3904 -4.4782 -2.1264
Cl 0.3456 -0.3950 -3.4829
C -0.1971 -0.0429 -5.1411
C 0.1380 -1.1627 -6.0991
Cl 1.8932 -1.3039 -6.3811
H 0.2541 0.8987 -5.4518
H -1.2781 0.0951 -5.0979
H -0.3236 -0.9707 -7.0681
H -0.2233 -2.1231 -5.7335
Cl -1.2577 2.9817 6.9495
C -1.6875 4.6655 6.5628
C -2.2685 4.7688 5.1708
Cl -1.0597 4.4429 3.9065
H -0.7975 5.2815 6.6831
H -2.4255 4.9900 7.2977
H -2.6470 5.7768 4.9979
H -3.0914 4.0673 5.0326
*
```

## Properties
Molecular weight = 1140.68 g/mol
E_LUMO = 0.350 eV
Kohn-Sham gap = 8.965 eV
SMILES = CNC[C@](C#N)(CC#N)P(O)Br.ClCCCl.ClCCCl.ClCCCl.ClCCCl.ClCCCl.ClCCCl.ClCCCl.ClCCCl.ClCCCl

---

# C2H3Cl2N

A cluster of 2 separate species, C2H3Cl2N in total (wB97M-V/def2-TZVPD, OMol25).

The geometry in ORCA input format:
```
! wB97M-V def2-TZVPD RIJCOSX def2/J DEFGRID3
* xyz 0 1
C -2.4844 0.9734 1.1278
C -1.5069 -1.3892 0.7078
N -1.1614 -2.4053 1.3725
Cl -1.6194 1.6447 -0.1288
Cl -1.6139 -1.3739 -0.9232
H -2.1640 1.1028 2.1049
H -3.3766 0.4122 0.8755
H -1.1150 -2.3875 2.3740
*
```

## Properties
Molecular weight = 111.96 g/mol
E_LUMO (spin up / spin down) = -0.551 / -0.006 eV
Kohn-Sham gap (spin up / spin down) = 7.740 / 8.507 eV
Energy relative to the best compared isomer or geometry (same formula, charge and spin) = 77.85 kcal per mole

---

# C11H26N6O7Y

A structure of composition C11H26N6O7Y (wB97M-V/def2-TZVPD, OMol25).

The geometry in ORCA input format:
```
! wB97M-V def2-TZVPD RIJCOSX def2/J DEFGRID3
* xyz 1 1
O 1.4322 -3.4030 -1.4013
H 1.9823 -4.1032 -1.7821
Y 0.1795 -0.8415 -0.1039
N 0.6568 0.8886 1.6142
N 1.4214 -1.4809 1.7494
N -0.8652 0.9501 -1.2812
N -0.7760 -1.5240 -2.1396
O 0.2667 2.1335 1.4551
O -1.0584 2.2044 -0.7428
O -0.7578 -2.8176 -2.6551
O 0.5094 -2.4472 1.5514
C 1.4008 -0.8392 2.9607
C 1.0758 0.5331 2.8644
C -1.6450 0.6706 -2.3403
C -1.6383 -0.7071 -2.7600
C 1.0789 1.5025 3.9867
H 0.1091 2.0149 4.0388
H 1.8677 2.2572 3.8480
H 1.2640 0.9985 4.9420
C 1.6439 -1.5893 4.2145
H 2.3762 -2.3867 4.0355
H 0.7219 -2.0662 4.5862
H 2.0309 -0.9266 4.9969
C -2.5417 1.6727 -2.9823
C -2.5430 -1.2192 -3.8239
H -2.2553 2.6846 -2.6896
H -3.5866 1.5031 -2.6840
H -2.5015 1.5795 -4.0746
H -2.6933 -2.2971 -3.7206
H -2.1137 -1.0258 -4.8170
H -3.5148 -0.7132 -3.7753
H -0.5397 2.1924 0.1596
H 0.0641 -3.2107 -2.2161
C 2.2257 -2.1664 -1.2273
H 2.2983 -1.9268 -0.1441
H 1.7741 -1.3434 -1.8212
H 3.2586 -2.2907 -1.5967
O 2.1245 1.0669 -0.8124
H 1.8432 1.6873 -1.5086
H 2.1432 1.6023 0.0061
C -4.3224 0.6389 1.1922
N -3.7724 -0.3993 2.0463
C -2.5926 -1.0050 1.8416
N -2.1916 -1.9134 2.7617
O -1.8632 -0.7306 0.8385
H -4.7039 1.4456 1.8271
H -5.1548 0.2419 0.5971
H -3.5553 1.0380 0.5194
H -4.2955 -0.6840 2.8687
H -1.3071 -2.3988 2.6098
H -2.8065 -2.1631 3.5226
*
```

## Properties
Molecular weight = 443.27 g/mol
E_LUMO (spin up / spin down) = -3.850 / -3.858 eV
Kohn-Sham gap (spin up / spin down) = 6.552 / 5.858 eV
Energy relative to the best compared isomer or geometry (same formula, charge and spin) = 1.78 kcal per mole